DFT (ωB97M-V/def2-TZVPD) results for a gas-phase ion, C34H51BrN3Si (charge +1).

Geometry as XYZ:
```
90
Properties=species:S:1:pos:R:3:forces:R:3
Br 0.86576 1.72256 -1.75460 -2.5 0.2 1.4
Si 4.68350 -5.58405 -0.85761 1.1 0.0 -0.5
N -2.79739 1.65328 -2.17441 3.2 1.6 -2.9
N -2.13030 1.89144 1.53534 0.7 -0.5 -4.6
N -2.17387 1.76076 -0.93897 -0.4 1.4 7.0
C -2.00877 1.98586 -4.61065 -0.7 -0.4 0.4
C -4.67468 1.79320 0.17042 -0.2 0.2 -0.8
C 2.05671 1.79328 1.58069 0.8 0.4 0.3
C -0.03106 6.68722 3.08761 -3.8 -1.9 -2.8
C -5.51537 2.49138 1.39220 -0.4 -0.5 0.3
C 1.48959 -2.03162 2.10196 0.9 0.0 -0.8
C -0.71513 1.80450 -0.53497 -1.8 0.3 4.6
C -2.54950 5.19662 1.31276 3.8 2.0 3.0
C 2.42562 0.27215 1.09326 -0.3 -0.3 0.0
C 3.78030 -4.15422 -3.51251 -2.2 -3.4 -1.5
C -2.90241 3.41869 3.57340 0.6 1.0 0.6
C -0.66925 1.89516 1.09888 -2.4 -0.2 -3.8
C -0.47249 7.24666 1.57828 -1.6 -3.4 2.2
C 4.32637 -3.95808 0.14077 -0.2 0.4 0.6
C -2.12540 4.65372 2.82466 1.8 2.8 -1.2
C -2.05610 4.16587 -2.76207 1.5 -0.8 0.2
C 2.56286 -0.79875 2.36223 -1.1 0.5 -0.3
C -3.04492 1.82857 0.33321 3.5 0.0 -0.5
C -2.32629 2.57330 -3.07815 -0.5 -0.7 -0.1
C 1.85347 -2.89816 0.71941 0.0 -0.4 0.1
C -7.10953 2.77272 1.04881 0.6 -0.7 0.6
C 0.54844 1.98710 2.18618 -0.1 -0.7 -0.2
C -1.69018 6.49107 0.71998 0.9 -0.9 3.2
C -0.89260 5.39705 3.66253 -0.3 1.5 -2.9
C 4.22529 -7.20237 0.09294 -0.5 -0.4 0.7
C -5.21693 0.25470 -0.19822 -0.5 0.4 -1.1
C 3.76548 -5.51685 -2.57202 -2.6 0.0 -4.4
C 2.95057 -6.83679 -3.12618 -0.2 3.3 -2.8
C -2.56683 1.92595 2.98278 -0.9 -0.3 1.5
C 2.14503 -6.80420 -4.58753 1.8 3.0 0.9
C 2.95337 -4.10952 1.02647 -0.8 0.9 0.2
C 6.62107 -5.62494 -1.17928 0.2 -0.2 0.1
C 2.14562 -5.45293 -5.53721 2.4 -0.3 4.5
C 2.96472 -4.14183 -4.96806 0.2 -2.8 1.9
H -1.67618 4.26513 -1.63534 -1.0 0.0 -2.5
H 4.98377 -8.05705 -0.16181 -1.5 1.6 0.4
H -3.42910 4.66505 0.74821 2.0 1.3 1.1
H -7.57010 1.74069 0.66898 0.8 2.5 0.7
H 3.11751 -7.52267 -0.18569 2.3 0.5 0.8
H 2.21723 -0.24240 3.36003 1.0 -1.2 -2.0
H -4.36473 -0.41984 -0.66833 -1.8 1.4 1.3
H 2.24388 2.61341 0.75072 -0.4 -1.8 1.6
H 2.33090 -2.23870 -0.12155 -1.0 -0.9 1.7
H -5.04472 3.52197 1.69029 -0.7 -2.2 -0.4
H -1.44762 2.76497 -5.28871 -1.4 -1.4 1.5
H -6.01921 0.38798 -1.07198 1.7 -0.3 2.0
H 1.57514 -7.77206 -4.98227 1.4 2.3 1.1
H 4.30497 -6.97832 1.25946 -0.3 -0.6 -2.4
H 0.12112 8.18502 1.17969 -1.6 -2.2 0.6
H 0.84669 -3.33978 0.25686 2.2 0.9 1.1
H 0.42185 -1.58163 1.92607 1.9 -0.7 0.7
H -1.74636 1.44464 3.69894 -1.6 1.0 -2.1
H -3.55411 1.27957 3.12596 2.3 1.3 -0.6
H 0.49835 3.03044 2.73177 -0.2 -2.1 -1.1
H 6.96362 -4.54991 -1.49479 -0.4 -2.1 0.5
H -5.52361 1.71277 2.29700 0.2 1.9 -1.8
H 4.38244 -3.19539 -3.14256 -1.5 -2.3 -1.0
H 7.11285 -5.90062 -0.13057 -0.8 0.5 -2.4
H -7.24522 3.65075 0.28637 0.2 -1.9 1.4
H 3.01944 -3.16169 -5.62477 -0.2 -2.3 1.5
H 0.82805 7.22082 3.72104 -2.2 -1.4 -1.6
H 2.92885 -7.84193 -2.51673 0.1 2.3 -1.3
H 3.40728 0.24036 0.42033 -2.1 0.3 1.5
H 6.89101 -6.42941 -2.01905 -0.4 1.9 2.0
H -1.94295 6.95081 -0.33979 0.5 -1.2 2.5
H 4.29690 -3.07084 -0.63757 -0.1 -1.6 1.7
H 3.66731 -1.17076 2.48475 -2.2 0.6 -0.2
H -4.92289 2.43176 -0.80740 1.0 -1.3 2.1
H 0.38040 1.08904 2.95477 0.2 2.1 -1.5
H -1.30827 1.03881 -4.49520 -1.5 2.1 0.0
H -3.00843 4.84536 -2.95163 1.9 -1.8 0.3
H -5.78474 -0.24923 0.69252 1.4 0.9 -1.6
H -4.06346 3.62497 3.63628 2.5 -0.5 -0.4
H 1.54492 -0.12553 0.43139 1.7 0.8 1.1
H 2.81624 2.05710 2.46059 -1.8 -0.5 -1.8
H -1.18366 4.51761 -3.49393 -2.0 -0.7 1.7
H -2.99685 1.57771 -5.13990 2.1 1.1 1.2
H 1.52837 -2.74227 3.03565 -0.4 1.3 -1.9
H -2.52490 3.41854 4.70547 -0.8 0.0 -2.5
H -7.61412 3.06625 2.09046 1.0 -0.6 -2.5
H -0.58126 5.02094 4.74732 -1.0 0.7 -2.6
H 3.23581 -3.98988 2.17375 -0.6 -0.6 -2.4
H 1.59755 -5.44973 -6.57346 1.2 0.1 2.3
H 2.38810 -5.13931 0.83587 1.4 2.1 0.6
H 5.20722 -3.74199 0.88014 -1.5 -0.4 -1.5
```
Forces are in eV/Å.

Values from the calculation:
Calculated total energy ... -4352.63859 Eh
LUMO level ... -0.1284 Eh
Charge ... +1
HOMO ... -9.8 eV